(1)
Here is the ion C6H10NS with charge +1 at a distorted geometry from the Open Molecules 2025 dataset. Energies are from wB97M-V/def2-TZVPD.

## Properties
- Charge: +1
- HOMO energy (spin up / spin down): -11.684 / -12.725 eV
- Gap between HOMO and LUMO (spin up / spin down): 6.4 / 9.0 eV
- Multiplicity: 1
- Energy: -687.05928 Ha
- ΔE to the lowest compared entry with this formula, charge and spin: 140.1 kcal per mole

XYZ file:
```
18
Properties=species:S:1:pos:R:3:forces:R:3
C 2.1217 0.2636 -0.3102 -3.7 0.9 -1.8
C 2.0427 -1.1135 -0.8043 1.7 -1.5 2.2
C 1.1704 1.2196 -0.2416 -0.5 0.6 0.8
C 1.1476 -1.9331 -0.2868 -0.8 0.2 -1.8
C -0.3724 1.1612 -0.3101 -0.1 0.8 -1.8
C -0.8188 0.0712 0.6391 -0.7 1.8 0.2
N -2.2562 -0.3089 0.3517 -0.3 -0.1 -0.3
S -0.6639 0.3421 2.4526 0.0 -0.3 -1.6
H 3.0589 0.5944 -0.1437 3.1 1.0 0.6
H 3.0849 -1.5648 -1.0592 -1.9 0.7 0.0
H 1.4764 2.2151 0.0680 0.4 -0.2 -0.1
H 0.0869 -2.1465 -0.2580 0.3 -0.2 0.6
H -0.9270 2.1507 -0.0452 1.4 -1.3 0.1
H -0.7249 1.1573 -1.4582 0.6 -1.1 2.3
H -3.0759 0.3191 0.5850 1.3 -0.2 -0.1
H -2.3310 -1.1159 0.9492 -0.9 -0.9 -0.1
H -2.3435 -0.5599 -0.6573 0.1 0.0 0.9
H 0.3952 1.1714 2.3896 -0.1 -0.1 -0.2
```
Positions in Å, forces in eV/Å.

***

(2)
Here is the ion C6H10NS with charge +1 at a distorted geometry from the Open Molecules 2025 dataset. Energies are from wB97M-V/def2-TZVPD.

## Properties
- Charge: +1
- HOMO energy (spin up / spin down): -13.541 / -13.541 eV
- Gap between HOMO and LUMO (spin up / spin down): 7.6 / 7.6 eV
- Multiplicity: 1
- Energy: -687.18392 Ha
- ΔE to the lowest compared entry with this formula, charge and spin: 61.9 kcal per mole

XYZ file:
```
18
Properties=species:S:1:pos:R:3:forces:R:3
C 0.6354 0.6789 0.9509 -0.9 -4.0 -2.8
C -0.0193 2.7123 -0.2507 -1.5 2.3 1.6
C 0.3409 2.0888 0.8772 1.3 -1.6 0.4
C -0.0365 -1.6975 0.4232 0.0 2.1 0.5
C 1.0749 -1.8075 1.5137 0.5 -1.6 -1.0
C -0.7921 0.0038 -1.2151 -1.0 1.8 -3.6
N 0.1805 -0.4464 -0.3219 3.8 3.2 4.7
S 1.3904 -0.1704 2.2826 -1.8 0.8 -2.5
H -0.3499 3.7742 -0.1638 0.8 -0.7 -0.1
H -0.3122 2.2953 -1.1689 0.4 -0.7 -0.8
H 0.5823 2.5292 1.8494 -0.4 0.7 -0.6
H -0.1207 -2.4993 -0.3044 0.3 -0.3 0.3
H -1.0057 -1.4497 0.8532 -0.3 -1.2 0.7
H 0.7516 -2.5690 2.2707 0.5 0.9 -0.4
H 2.0818 -2.1290 1.0804 -1.4 0.3 0.5
H -1.5950 0.6028 -0.7578 0.0 -0.3 0.0
H -1.2487 -0.8081 -1.8085 0.2 -0.1 0.8
H -0.3912 0.6609 -2.1342 -0.3 -1.3 2.2
```
Positions in Å, forces in eV/Å.

***

(3)
Here is the ion C6H10O with charge -1 at a distorted geometry from the Open Molecules 2025 dataset. Energies are from wB97M-V/def2-TZVPD.

## Properties
- Charge: -1
- HOMO energy (spin up / spin down): 0.270 / -2.206 eV
- Gap between HOMO and LUMO (spin up / spin down): 4.0 / 6.3 eV
- Multiplicity: 2
- Energy: -309.77229 Ha
- ΔE to the lowest compared entry with this formula, charge and spin: 10.0 kcal per mole

XYZ file:
```
17
Properties=species:S:1:pos:R:3:forces:R:3
C -2.5928 -0.6377 -1.7922 -0.5 0.6 0.1
C -1.2991 -0.9614 -1.0919 -0.3 0.6 -0.2
C -0.7548 -0.0848 -0.1304 -0.8 -0.3 0.2
C 0.5000 -0.2934 0.4990 0.5 0.4 -0.8
C 1.3154 0.6113 1.1059 -0.2 0.0 0.2
O 0.9267 1.9473 1.2379 0.1 0.0 0.3
C 2.6932 0.2979 1.6001 -0.8 -0.3 0.1
H -2.6860 0.4430 -2.0507 0.1 -0.1 0.0
H -3.5354 -0.8515 -1.2587 0.3 -0.1 0.2
H -2.6841 -1.1654 -2.7432 0.1 -0.2 -0.1
H -0.6043 -1.3670 -1.7978 0.6 -0.6 -0.1
H -1.4446 0.6906 0.2278 0.2 0.0 0.2
H 0.9907 -1.2181 0.2028 0.0 -0.3 0.3
H 0.0890 2.0097 0.7558 0.0 0.1 -0.2
H 3.2367 1.1969 1.8505 0.3 0.3 -0.3
H 2.6473 -0.2847 2.5208 0.1 -0.1 0.2
H 3.2020 -0.3325 0.8644 0.3 0.2 0.0
```
Positions in Å, forces in eV/Å.